Record 1
{
  "formula": "C3H6O3S",
  "method": "ωB97M-V with the def2-TZVPD basis set",
  "species": ["O", "C", "O", "C", "C", "S", "H", "H", "H", "H", "H", "H", "O"],
  "coordinates": [[0.34160, -1.62887, 0.66136], [1.14038, -0.65480, 0.59227], [2.36076, -0.65501, 0.39501], [0.51982, 0.72551, 0.90449], [-0.39738, 1.33192, -0.15212], [-1.09217, 2.91741, 0.16949], [1.32553, 1.42585, 1.14942], [-0.06858, 0.66349, 1.82442], [0.08390, 1.31406, -1.13708], [-1.19395, 0.59126, -0.29486], [-1.10793, -1.43270, -1.88854], [-0.64777, -2.30581, -0.72944], [-1.26423, -2.29231, -1.49443]],
  "mulliken_spin": [0.004, 0.002, 0.002, 0.004, -0.049, 0.968, -0.002, -0.001, 0.013, 0.056, 0.001, 0.000, 0.001],
  "charge": -1,
  "multiplicity": 2,
  "relative_energy_ev": 0.000,
  "homo_lumo_gap_ev": [7.8421, 5.7312],
  "s_squared": 0.75,
  "e_homo_ev": [-4.7, -4.7],
  "e_lumo_ev": [3.10, 1.01]
}



Record 2
{
  "formula": "C3H6O3S",
  "method": "ωB97M-V with the def2-TZVPD basis set",
  "species": ["O", "C", "O", "C", "C", "S", "H", "H", "H", "H", "H", "H", "O"],
  "coordinates": [[-1.13218, 1.00448, -0.56465], [-0.66254, 0.26851, 0.37224], [-1.07824, 0.25356, 1.54646], [0.54702, -0.60593, -0.01728], [0.24447, -2.10921, -0.07097], [1.71989, -3.19083, 0.01046], [1.35005, -0.43294, 0.69871], [0.91159, -0.21490, -0.96749], [-0.46606, -2.32225, 0.72789], [-0.27843, -2.26236, -1.01785], [0.33755, 3.34528, -0.04845], [-0.96801, 2.68867, -0.26291], [-0.52511, 3.57792, -0.40615]],
  "mulliken_charge": [-0.837, 0.486, -0.718, -0.355, -0.725, -0.803, 0.271, 0.208, 0.253, 0.228, 0.274, 0.444, -0.726],
  "charge": -2,
  "multiplicity": 1,
  "relative_energy_ev": 0.258,
  "homo_lumo_gap_ev": 5.6940,
  "e_homo_ev": 0.5,
  "e_lumo_ev": 6.17
}



Record 3
{
  "formula": "C3H6O3Yb",
  "method": "ωB97M-V with the def2-TZVPD basis set",
  "species": ["H", "O", "C", "O", "Yb", "O", "C", "C", "H", "H", "H", "H", "H"],
  "coordinates": [[0.87616, -0.22987, 1.16877], [-2.02771, -0.44856, 1.33616], [-0.89839, -0.03842, 1.44925], [-0.00173, -0.73588, 2.09891], [-1.23140, -2.17910, 3.77331], [-0.05204, 0.51016, 0.49732], [-0.22245, 0.22793, -0.93769], [1.03994, 0.65612, -1.63179], [-1.10606, 0.79781, -1.23958], [-0.41338, -0.84601, -1.03472], [1.35611, 1.65269, -1.30054], [0.82934, 0.69807, -2.70816], [1.85161, -0.06493, -1.47124]],
  "mulliken_charge": [0.549, -0.508, 0.876, -0.670, 1.716, -0.382, -0.141, -1.125, 0.339, 0.298, 0.327, 0.370, 0.351],
  "charge": 2,
  "multiplicity": 1,
  "relative_energy_ev": 2.480,
  "homo_lumo_gap_ev": 8.4885,
  "e_homo_ev": -18.7,
  "e_lumo_ev": -10.26
}



Record 4
{
  "formula": "C3H6O4",
  "method": "ωB97M-V with the def2-TZVPD basis set",
  "species": ["C", "C", "C", "O", "O", "O", "O", "H", "H", "H", "H", "H", "H"],
  "coordinates": [[0.06035, 0.13131, 1.03179], [-0.95608, -0.55190, 0.31702], [-1.07583, -0.28714, -1.47712], [1.51813, 0.98111, -0.33778], [0.95463, -0.57229, 1.71117], [-0.40159, 0.65849, -1.90180], [-1.84334, -1.08208, -1.94039], [1.66289, 0.00861, 2.02855], [2.16527, 0.32721, -0.62939], [0.80570, 0.98882, -1.08439], [-0.04598, 1.18123, 1.27654], [-1.93700, -0.15420, 0.57142], [-0.90717, -1.62917, 0.43438]],
  "mulliken_charge": [0.411, -0.811, 0.692, -0.707, -0.428, -0.691, -0.522, 0.378, 0.325, 0.434, 0.320, 0.275, 0.322],
  "multiplicity": 1,
  "relative_energy_ev": 2.077,
  "homo_lumo_gap_ev": 9.2494,
  "e_homo_ev": -9.6,
  "e_lumo_ev": -0.37
}



Record 5
{
  "formula": "C3H6O4",
  "method": "ωB97M-V with the def2-TZVPD basis set",
  "species": ["C", "C", "O", "O", "H", "H", "H", "H", "C", "O", "O", "H", "H"],
  "coordinates": [[-1.34484, 0.07844, -0.96000], [-0.85060, -0.22461, 0.41236], [1.57260, -1.29361, -0.27858], [-1.36876, -0.98061, 1.18927], [1.49332, -2.18760, 0.08415], [-1.47305, 1.15332, -1.06308], [-2.27718, -0.44476, -1.15077], [-0.58184, -0.22321, -1.67613], [0.47855, 0.47409, 0.79430], [0.74729, 1.51555, -0.08173], [1.51982, -0.46104, 0.87622], [1.67242, 1.77317, 0.01240], [0.41227, 0.82086, 1.84158]],
  "mulliken_charge": [-1.074, 0.630, -0.354, -0.540, 0.342, 0.313, 0.334, 0.294, 0.259, -0.492, -0.232, 0.295, 0.224],
  "multiplicity": 1,
  "relative_energy_ev": 3.541,
  "homo_lumo_gap_ev": 10.5820,
  "e_homo_ev": -9.9,
  "e_lumo_ev": 0.69
}



Record 6
{
  "formula": "C3H6O5",
  "method": "ωB97M-V with the def2-TZVPD basis set",
  "species": ["C", "C", "C", "O", "O", "O", "O", "O", "H", "H", "H", "H", "H", "H"],
  "coordinates": [[1.21800, -1.01502, 0.24321], [0.74258, 0.31218, -0.34124], [-0.84647, 0.18607, -0.17004], [0.12132, -1.88706, 0.36957], [-1.03155, -1.20031, -0.25028], [1.22462, 1.52940, 0.20837], [-1.56426, 0.70364, -1.26143], [-1.16701, 0.86795, 1.06542], [1.94600, -1.57878, -0.22586], [1.75114, -0.93028, 1.30101], [0.91082, 0.34506, -1.37471], [0.67229, 1.82458, 1.03845], [-1.82709, 0.06316, -1.88094], [-2.15040, 0.77941, 1.27849]],
  "mulliken_charge": [-0.487, 0.012, 0.817, -0.235, -0.309, -0.578, -0.505, -0.599, 0.320, 0.210, 0.310, 0.377, 0.313, 0.355],
  "multiplicity": 1,
  "relative_energy_ev": 4.654,
  "homo_lumo_gap_ev": 10.6218,
  "e_homo_ev": -10.1,
  "e_lumo_ev": 0.55
}



Record 7
{
  "formula": "C3H6OS",
  "method": "ωB97M-V with the def2-TZVPD basis set",
  "species": ["C", "C", "C", "O", "S", "H", "H", "H", "H", "H", "H"],
  "coordinates": [[1.64737, 0.93648, 0.06350], [-1.48051, 0.25174, 0.11066], [-0.37109, -0.58536, -0.40664], [1.50953, 1.89552, 0.75335], [0.08797, -1.98898, 0.45907], [2.52815, 0.39945, -0.43726], [-2.45502, 0.13321, -0.39480], [-1.22303, 1.31024, 0.02469], [-1.69708, -0.08598, 1.14270], [0.12717, -0.44753, -1.31063], [1.32655, -1.81880, -0.00463]],
  "mulliken_charge": [0.116, -0.866, -0.468, -0.364, -0.173, 0.233, 0.297, 0.210, 0.318, 0.608, 0.090],
  "multiplicity": 1,
  "relative_energy_ev": 4.026,
  "homo_lumo_gap_ev": [8.2544, 7.6468],
  "e_homo_ev": [-7.7, -7.1],
  "e_lumo_ev": [0.58, 0.51]
}



Record 8
{
  "formula": "C3H6OS",
  "method": "ωB97M-V with the def2-TZVPD basis set",
  "species": ["C", "C", "C", "H", "H", "H", "H", "H", "H", "O", "S"],
  "coordinates": [[0.39429, 1.20389, -0.08836], [0.84964, -0.12625, -0.17725], [-0.40754, -1.00348, 0.33529], [-0.62071, 1.52424, -0.48631], [0.40419, 1.37398, 1.17414], [1.08280, 2.03765, -0.52592], [-0.10714, -2.27426, 0.49360], [-0.72562, -0.49970, 1.41867], [-1.57362, -0.93830, -1.38184], [-1.60308, -0.62865, -0.49613], [2.30678, -0.66912, -0.26589]],
  "mulliken_charge": [-0.853, 0.373, -0.309, 0.268, 0.222, 0.306, 0.259, 0.227, 0.297, -0.484, -0.304],
  "multiplicity": 1,
  "relative_energy_ev": 3.046,
  "homo_lumo_gap_ev": 8.4005,
  "e_homo_ev": -8.7,
  "e_lumo_ev": -0.33
}



Record 9
{
  "formula": "C3H6OS",
  "method": "ωB97M-V with the def2-TZVPD basis set",
  "species": ["C", "C", "C", "H", "H", "H", "H", "H", "H", "O", "S"],
  "coordinates": [[1.23092, -0.38806, 0.21949], [0.35400, 0.73985, 0.38100], [-1.03152, 0.38725, -0.19262], [1.03250, -0.77325, -0.80557], [2.36828, -0.24176, 0.40265], [0.95066, -1.03176, 1.05639], [-1.83664, 0.24776, 0.54159], [-1.42475, 1.18672, -0.85058], [-1.59993, -1.47162, -0.85614], [-0.92255, -0.74873, -0.98974], [0.87901, 2.09358, 1.09353]],
  "mulliken_charge": [-0.881, 0.200, -0.197, 0.272, 0.323, 0.264, 0.286, 0.247, 0.303, -0.535, -0.281],
  "multiplicity": 1,
  "relative_energy_ev": 1.598,
  "homo_lumo_gap_ev": 8.4946,
  "e_homo_ev": -8.4,
  "e_lumo_ev": 0.07
}



Record 10
{
  "formula": "C3H6OS",
  "method": "ωB97M-V with the def2-TZVPD basis set",
  "species": ["C", "C", "C", "H", "H", "H", "H", "H", "H", "O", "S"],
  "coordinates": [[0.19344, 0.45676, 1.39621], [0.79832, 0.45779, -0.06083], [-0.83624, -0.94964, -1.42469], [0.92334, 0.19020, 2.14919], [-0.45814, 1.36353, 1.69790], [-0.49981, -0.34454, 1.55446], [1.28267, 1.45419, -0.52602], [1.41807, -0.37218, -0.57577], [-0.12164, -1.74017, -0.91615], [-0.45372, 0.31165, -0.91765], [-2.24629, -0.82760, -2.37666]],
  "mulliken_charge": [-0.899, -0.324, -0.002, 0.355, 0.270, 0.293, 0.218, 0.345, 0.268, -0.270, -0.253],
  "multiplicity": 1,
  "relative_energy_ev": 2.595,
  "homo_lumo_gap_ev": 8.8124,
  "e_homo_ev": -8.8,
  "e_lumo_ev": 0.05
}



Record 11
{
  "formula": "C3H6OS",
  "method": "ωB97M-V with the def2-TZVPD basis set",
  "species": ["C", "C", "C", "O", "S", "H", "H", "H", "H", "H", "H"],
  "coordinates": [[1.71482, -0.93166, 0.21794], [-1.73738, 0.21718, -0.65897], [-0.97381, 0.17675, 0.62905], [3.81636, 0.71975, -0.02114], [2.29209, 0.52045, -0.06536], [2.06778, -1.86964, 0.71798], [-1.09044, 0.96592, -1.14769], [-1.86684, -0.80054, -1.17326], [-2.72387, 0.64549, -0.60534], [-1.28539, -0.44373, 1.37736], [-0.21332, 0.80003, 0.72944]],
  "mulliken_charge": [-0.193, -0.615, -0.924, -0.532, 0.284, 0.314, 0.214, 0.229, 0.317, 0.341, 0.567],
  "multiplicity": 1,
  "relative_energy_ev": 6.289,
  "homo_lumo_gap_ev": [9.5483, 6.9355],
  "e_homo_ev": [-9.9, -8.8],
  "e_lumo_ev": [-0.32, -1.82]
}



Record 12
{
  "formula": "C3H6OS2",
  "method": "ωB97M-V with the def2-TZVPD basis set",
  "species": ["C", "C", "C", "O", "S", "S", "H", "H", "H", "H", "H", "H"],
  "coordinates": [[0.25587, -1.55107, -2.22885], [-0.13510, 1.13791, -0.04490], [0.68248, 0.46218, 0.71656], [-1.23737, -1.25920, 1.18055], [1.84065, -1.14569, -2.17065], [-0.25397, -0.51229, 1.96308], [-0.17043, -2.49965, -2.01989], [-0.44633, -0.95258, -2.63241], [0.21196, 1.84290, -0.87051], [-1.21411, 0.87620, 0.00272], [1.72732, 0.37118, 0.76768], [-0.89567, 0.72115, 2.54075]],
  "mulliken_charge": [-0.397, -0.560, -0.265, -0.537, -0.180, 0.246, 0.282, 0.303, 0.250, 0.268, 0.459, 0.131],
  "multiplicity": 1,
  "relative_energy_ev": 4.267,
  "homo_lumo_gap_ev": 8.4176,
  "e_homo_ev": -9.0,
  "e_lumo_ev": -0.54
}